No. 1
The following is a DFT calculation (ωB97M-V/def2-TZVPD) of the molecule C6H7N.

Geometry as XYZ:
```
14
Properties=species:S:1:pos:R:3
C 2.2443 -0.4684 0.8287
C 1.8377 0.8461 0.4781
N 0.3769 1.3067 1.0213
C -0.1927 0.1820 0.1348
C 1.1119 -0.5596 -0.0463
C -2.7076 -0.4664 -0.4077
C -1.2735 -0.3288 -0.5922
H 2.4179 -0.8379 1.7630
H 2.4096 1.2921 -0.4017
H -0.0191 2.0593 0.3411
H 1.2883 -1.0643 -0.9803
H -3.3215 -0.6915 -1.2291
H -3.2140 -0.3909 0.5522
H -0.9584 -0.8783 -1.4620
```

As for the energy above the lowest of the compared OMol25 structures with the same formula, charge and spin: 885.66 kJ/mol. The gap between HOMO and LUMO comes out at 0.1851 hartree. As for the spin multiplicity: 1. For the molecular weight, the calculation gives 93.13 g mol⁻¹. Its total energy is -7816.468 eV. Its charge is 0.

=====

No. 2
The following is a DFT calculation (ωB97M-V/def2-TZVPD) of C33H55AsCuN8O4PSe2Si2 as an isolated structure.

Geometry as XYZ:
```
107
Properties=species:S:1:pos:R:3
Cu -0.5964 -0.4711 -0.3593
C -0.0106 0.2841 -5.8108
N 0.4509 0.3944 -4.4605
C 1.3026 1.3510 -3.9418
C 1.3845 1.0952 -2.6051
N 0.6157 0.0234 -2.2656
C 0.0356 -0.4070 -3.4097
P -1.4532 -1.4093 -3.5114
C -2.6635 -0.5637 -2.3619
N -2.3042 0.0349 -1.2221
C -3.2988 0.9175 -0.8905
C -4.2734 0.8813 -1.8391
N -3.8662 -0.0443 -2.7732
C -4.6156 -0.4723 -3.9255
C -0.9689 -2.7016 -2.2796
N -0.5420 -2.4920 -1.0493
C -0.3116 -3.7137 -0.4820
C -0.5903 -4.6893 -1.3932
N -1.0015 -4.0438 -2.5338
C -1.4435 -4.6904 -3.7506
H 0.5808 0.9356 -6.4523
H -1.0684 0.5651 -5.8912
H 0.0866 -0.7467 -6.1626
H 1.7766 2.0894 -4.5665
H 1.9785 1.6109 -1.8670
H -3.2405 1.5196 0.0016
H -5.2037 1.4150 -1.9353
H -5.1697 0.3716 -4.3365
H -5.3197 -1.2698 -3.6758
H -3.9211 -0.8418 -4.6793
H 0.0780 -3.8001 0.5190
H -0.5254 -5.7630 -1.3425
H -0.8372 -5.5772 -3.9322
H -1.3262 -3.9994 -4.5813
H -2.4933 -4.9818 -3.6816
C 3.6862 -5.9666 -1.7181
C 4.5566 -4.7514 -2.0220
C 3.8115 -3.6748 -2.8091
C 2.7784 -2.9194 -1.9805
N 3.3874 -2.0252 -1.0080
C 3.3566 -2.1646 0.3485
Se 2.8983 -3.6533 1.3077
N 3.8263 -1.0074 0.8784
C 3.8552 -0.6881 2.2916
C 5.2014 -0.9956 2.9309
C 5.2688 -0.4883 4.3689
C 4.1868 -1.0801 5.2677
C 4.1919 -0.1386 -0.1309
C 4.7322 1.1356 -0.0990
C 5.0257 1.7296 -1.3213
C 4.7750 1.0714 -2.5248
C 4.2076 -0.1964 -2.5519
C 3.9213 -0.7886 -1.3347
H 4.2516 -6.7278 -1.1780
H 3.3078 -6.4141 -2.6418
H 2.8380 -5.6881 -1.0912
H 5.4380 -5.0642 -2.5892
H 4.9178 -4.3258 -1.0810
H 3.2903 -4.1353 -3.6553
H 4.5258 -2.9624 -3.2312
H 2.1474 -3.6082 -1.4219
H 2.1258 -2.3095 -2.6106
H 3.0549 -1.2503 2.7628
H 3.5946 0.3656 2.3993
H 6.0016 -0.5374 2.3400
H 5.3553 -2.0787 2.9062
H 5.1764 0.6034 4.3657
H 6.2581 -0.7156 4.7769
H 3.1948 -0.7338 4.9736
H 4.3512 -0.7985 6.3094
H 4.1936 -2.1718 5.2088
H 4.9213 1.6447 0.8367
H 5.4526 2.7242 -1.3366
H 4.9994 1.5688 -3.4595
H 3.9696 -0.6800 -3.4892
O 0.6789 -0.6453 1.2920
Se 0.2718 0.3868 2.4935
O 1.3895 0.5388 3.6481
O 0.2892 1.9370 1.6601
O -1.2348 0.2250 3.0413
C -0.8189 5.5746 4.5279
Si -0.1283 3.8521 4.1853
C -0.7309 2.6721 5.5016
C 1.7412 3.8875 4.1800
As -1.0460 3.1354 2.1059
Si -0.1937 4.7848 0.6541
C -0.0922 4.0113 -1.0491
C 1.4875 5.5097 1.0728
C -1.4839 6.1585 0.6779
H -0.4833 5.9393 5.5020
H -1.9116 5.5653 4.5353
H -0.4891 6.2905 3.7720
H -0.4437 3.0131 6.5003
H -0.2905 1.6878 5.3290
H -1.8164 2.5621 5.4679
H 2.1088 3.8519 5.2096
H 2.1452 4.7799 3.7019
H 2.1111 2.9957 3.6705
H 0.9142 3.6281 -1.2248
H -0.3116 4.7380 -1.8359
H -0.7791 3.1696 -1.1599
H 2.2199 4.7107 1.2045
H 1.4647 6.1096 1.9842
H 1.8293 6.1493 0.2538
H -2.3973 5.8306 0.1775
H -1.1186 7.0504 0.1626
H -1.7450 6.4451 1.6992
```

As for the energy above the lowest of the compared OMol25 structures with the same formula, charge and spin: 161.70 kJ/mol. The gap between HOMO and LUMO (spin up / spin down) comes out at 0.1439 / 0.2475 hartree. As for the spin multiplicity: 2. For the molecular weight, the calculation gives 1011.39 g mol⁻¹. Its total energy is -316442.215 eV. Its charge is -1.